(1)
Density functional theory data (the ωB97M-V functional and the def2-TZVPD basis) for C35H42F6GdN7O3 as an isolated structure.

Element x y z (Å)
Gd 0.03870 -0.09388 -0.62364
C -2.61361 0.29075 3.58314
O -1.67286 1.36745 3.36545
C -0.99527 1.36081 2.24333
O -1.09410 0.48786 1.37428
N -0.16686 2.41408 2.14066
N 0.62969 2.52654 0.99839
H -2.88961 0.36766 4.62842
H -2.13753 -0.66448 3.37763
H -3.48341 0.44547 2.94838
H -0.16944 3.12194 2.86028
H 1.59980 2.61629 1.28048
H 0.36406 3.35191 0.47147
C -6.02618 -4.53782 -0.68415
C -5.06729 -4.14484 -1.81637
C -5.78035 -3.19163 -2.78640
C -4.64813 -5.40804 -2.56793
C -3.86827 -3.40460 -1.23865
C -4.04700 -2.34915 -0.34202
C -2.95799 -1.63154 0.10247
N -1.69949 -1.92954 -0.24473
C -1.50948 -2.97637 -1.05492
C -2.55621 -3.70518 -1.59497
C -0.08397 -3.33676 -1.32233
C 0.28040 -4.59378 -1.78256
C 1.61899 -4.91531 -1.97975
C 2.55308 -3.91771 -1.69340
C 2.12486 -2.68778 -1.24836
N 0.83250 -2.39822 -1.05907
C 2.08066 -6.28656 -2.45435
C 2.97683 -6.11788 -3.68871
C 2.88416 -6.93538 -1.31700
C 0.90557 -7.19218 -2.81722
H -6.83826 -5.13977 -1.09191
H -6.48090 -3.67141 -0.20435
H -5.52343 -5.13060 0.08188
H -6.65060 -3.68822 -3.21653
H -5.12380 -2.89299 -3.60578
H -6.12655 -2.29039 -2.27791
H -5.53800 -5.93084 -2.91671
H -4.09156 -6.09691 -1.92886
H -4.04472 -5.18486 -3.45001
H -5.03374 -2.05955 -0.01038
H -3.07563 -0.77643 0.75397
H -2.35295 -4.50584 -2.28772
H -0.48175 -5.33454 -1.96525
H 3.61311 -4.08959 -1.81236
H 2.83424 -1.89803 -1.03681
H 3.87911 -5.54606 -3.47148
H 2.44602 -5.62406 -4.50434
H 3.29469 -7.09881 -4.04249
H 3.77336 -6.35497 -1.06814
H 3.21132 -7.92902 -1.62407
H 2.28093 -7.04273 -0.41406
H 0.27974 -6.76048 -3.60113
H 0.27749 -7.41894 -1.95320
H 1.28830 -8.14091 -3.19202
C 0.97416 -1.85560 4.91724
C 0.36969 -2.34249 3.76570
C 0.71116 -1.81061 2.52983
C 1.66880 -0.81023 2.46753
C 2.28869 -0.31807 3.60997
C 1.92861 -0.84696 4.83824
N 1.97387 -0.28932 1.16269
N 3.04099 0.33065 1.04186
C 3.32825 0.82494 -0.27300
C 4.57667 1.38402 -0.45568
C 4.91696 1.80726 -1.73431
C 4.00084 1.63926 -2.75638
C 2.76209 1.08201 -2.46948
N 2.41255 0.69356 -1.23847
H 0.70701 -2.26545 5.88192
H -0.35990 -3.13888 3.82478
H 0.24325 -2.19404 1.63119
H 3.03692 0.45891 3.53792
H 2.39904 -0.47696 5.73897
H 5.25480 1.46193 0.38182
H 5.88546 2.24899 -1.92482
H 4.22550 1.93315 -3.77161
H 2.01273 0.93811 -3.23333
C -1.22434 0.86479 -4.80921
C -1.07798 1.05721 -3.30633
O -0.15443 0.16808 -2.75104
C -0.60381 2.48726 -2.97377
F 0.44376 2.83136 -3.72077
F -1.54834 3.40777 -3.11612
F -0.17669 2.54052 -1.67421
C -2.42936 0.77160 -2.63168
F -3.45627 1.50819 -3.00747
F -2.75515 -0.51246 -2.78895
F -2.27014 0.96835 -1.26689
H -0.28207 1.08319 -5.30472
H -1.99560 1.52176 -5.21193
H -1.49584 -0.16897 -5.00986

Force components x, y, z for each atom (eV/Å):
Gd 0.4 -0.2 0.1
C 0.0 0.1 0.0
O 0.1 0.0 0.0
C 0.0 0.1 0.1
O -0.2 0.0 0.0
N 0.0 -0.1 0.0
N 0.0 -0.1 0.0
H 0.0 0.0 0.0
H 0.0 0.0 0.0
H 0.0 0.0 0.0
H 0.0 0.0 0.0
H 0.0 0.0 0.0
H 0.0 0.0 0.0
C 0.0 0.0 0.0
C 0.1 0.0 0.1
C 0.0 0.0 0.0
C 0.0 0.0 0.0
C -0.1 0.0 -0.1
C 0.0 0.1 0.0
C 0.0 -0.1 0.0
N 0.1 0.3 -0.1
C 0.3 -0.2 -0.1
C -0.1 0.0 0.2
C -0.1 -0.1 -0.1
C 0.0 0.0 0.0
C 0.1 -0.1 0.0
C 0.0 0.1 0.0
C 0.0 -0.2 0.0
N -0.1 0.4 0.1
C -0.1 0.1 0.0
C 0.0 0.0 -0.1
C 0.0 0.0 0.0
C 0.0 -0.1 0.0
H 0.0 0.0 0.0
H 0.0 0.0 0.0
H 0.0 0.0 0.0
H 0.0 0.0 0.0
H 0.0 0.0 0.0
H 0.0 0.0 0.0
H 0.0 0.0 0.0
H 0.0 0.0 0.0
H 0.0 0.0 0.0
H 0.0 0.0 0.0
H 0.0 0.0 0.0
H 0.0 0.0 0.0
H 0.0 0.0 0.0
H 0.0 0.0 0.0
H 0.0 0.0 0.0
H 0.0 0.0 0.0
H 0.0 0.0 0.0
H 0.0 0.0 0.0
H 0.0 0.0 0.0
H 0.0 0.0 0.0
H 0.0 0.0 0.0
H 0.0 0.0 0.0
H 0.0 0.0 0.0
H 0.0 0.0 0.0
C 0.0 0.0 0.0
C 0.1 0.0 -0.1
C -0.1 -0.2 0.2
C 0.4 0.4 -0.5
C 0.0 -0.1 0.3
C 0.1 0.1 0.0
N -0.1 -0.1 -0.1
N 0.1 0.0 0.2
C -0.3 -0.2 0.4
C 0.0 0.0 0.0
C 0.0 0.0 0.0
C 0.0 0.0 0.0
C -0.1 0.0 0.2
N 0.1 0.0 -0.1
H 0.0 0.0 0.0
H 0.0 0.0 0.0
H 0.0 0.1 -0.1
H 0.0 0.0 0.0
H 0.0 0.0 0.0
H 0.0 0.0 0.0
H 0.0 0.0 0.0
H 0.0 0.0 0.0
H 0.0 0.0 0.0
C -0.1 0.2 0.0
C 0.3 -0.5 -0.1
O -0.5 0.4 0.2
C -0.2 0.0 -0.3
F 0.0 0.0 0.0
F 0.0 0.0 0.0
F 0.0 0.1 0.1
C -0.1 0.0 -0.1
F 0.1 0.1 0.0
F 0.0 0.1 0.1
F -0.1 -0.1 0.1
H 0.0 0.0 0.0
H 0.0 0.0 0.0
H 0.0 0.0 0.0

* HOMO (spin up / spin down): -14.25 / -14.25 eV
* 2S+1: 8
* frontier orbital gap (spin up / spin down): 7.64 / 7.87 eV
* expectation value of S²: 15.86
* charge: +2

Partial atomic charges computed with the Löwdin method, in multiples of e:
1. Gd 1.736
2. C 0.017
3. O 0.028
4. C -0.546
5. O -0.106
6. N 0.051
7. N 0.060
8. H 0.109
9. H 0.087
10. H 0.103
11. H 0.177
12. H 0.100
13. H 0.108
14. C -0.035
15. C -0.553
16. C -0.025
17. C -0.053
18. C -0.122
19. C 0.025
20. C -0.107
21. N 0.003
22. C -0.199
23. C 0.069
24. C -0.183
25. C 0.075
26. C -0.119
27. C 0.025
28. C -0.093
29. N -0.017
30. C -0.555
31. C -0.032
32. C -0.028
33. C -0.055
34. H 0.096
35. H 0.080
36. H 0.098
37. H 0.098
38. H 0.092
39. H 0.088
40. H 0.096
41. H 0.096
42. H 0.088
43. H 0.125
44. H 0.098
45. H 0.109
46. H 0.107
47. H 0.124
48. H 0.101
49. H 0.081
50. H 0.097
51. H 0.097
52. H 0.085
53. H 0.098
54. H 0.095
55. H 0.094
56. H 0.091
57. H 0.097
58. C -0.046
59. C -0.057
60. C -0.038
61. C -0.258
62. C -0.010
63. C -0.046
64. N -0.015
65. N 0.108
66. C -0.327
67. C 0.025
68. C -0.008
69. C -0.004
70. C -0.091
71. N 0.018
72. H 0.118
73. H 0.117
74. H 0.087
75. H 0.113
76. H 0.118
77. H 0.128
78. H 0.128
79. H 0.126
80. H 0.103
81. C 0.048
82. C -0.444
83. O -0.298
84. C -0.549
85. F 0.179
86. F 0.205
87. F 0.071
88. C -0.547
89. F 0.215
90. F 0.176
91. F 0.056
92. H 0.104
93. H 0.113
94. H 0.107

(2)
Density functional theory data (the ωB97M-V functional and the def2-TZVPD basis) for C35H42GeIrO3Sb2 as an isolated structure.

Element x y z (Å)
Ir -0.12430 0.48773 0.49786
C -2.14774 -2.61386 -4.30093
Sb -0.83301 -1.06292 -3.60196
C -2.00403 -0.81231 -1.80450
C 0.48124 -2.48969 -2.60510
C 1.84143 -2.70837 -3.18806
C 2.19749 -3.97291 -3.65384
C 3.45703 -4.23195 -4.17248
C 4.39559 -3.21401 -4.22832
C 4.05107 -1.94773 -3.78070
C 2.78424 -1.67366 -3.27236
C 2.45158 -0.27401 -2.85868
Sb 1.99274 0.00636 -0.77291
C 3.03792 -1.64373 0.05398
C 3.45040 1.49329 -0.36340
H -2.46009 -3.24239 -3.46634
H -1.64137 -3.22654 -5.04619
H -3.02825 -2.16548 -4.76040
H -1.92744 -1.79134 -1.32065
H -3.02985 -0.74189 -2.18136
H -2.54894 0.20373 -0.03274
H -0.06834 -3.43064 -2.57626
H 0.53636 -2.11946 -1.57854
H 1.46991 -4.77444 -3.59537
H 3.70333 -5.22598 -4.52264
H 5.38575 -3.39939 -4.62370
H 4.77579 -1.14325 -3.83724
H 1.63663 0.14274 -3.44959
H 3.31127 0.38232 -3.00516
H 3.07637 -1.49102 1.13228
H 4.04674 -1.68155 -0.35403
H 2.52323 -2.57776 -0.16256
H 3.48896 1.62607 0.71569
H 3.19667 2.44309 -0.83210
H 4.41274 1.14801 -0.74034
C -0.98324 2.05422 4.27212
C -0.69035 0.86014 3.38226
C -1.15488 -0.44901 3.99042
O -1.44875 1.01245 2.13461
C 0.84246 0.80382 3.11354
O 1.25297 1.11880 1.91093
O 1.55186 0.50353 4.04521
H -2.04972 2.10231 4.50147
H -0.68177 2.98453 3.78445
H -0.42214 1.95477 5.19927
H -2.21552 -0.38940 4.23570
H -0.57698 -0.65297 4.88895
H -1.00299 -1.26770 3.28519
H -1.70762 1.94069 2.01278
C -1.73277 0.29655 -0.77716
Ge -2.05198 2.11193 -1.44157
C -2.03121 3.36834 0.08050
C -3.19235 3.49780 0.84766
C -3.23093 4.32431 1.96583
C -2.10651 5.04893 2.33158
C -0.94480 4.93876 1.57832
C -0.90924 4.10374 0.46963
C -0.77601 2.64648 -2.83036
C -1.16209 2.72498 -4.16811
C -0.24633 3.03908 -5.16312
C 1.07821 3.29142 -4.83738
C 1.48068 3.22598 -3.51082
C 0.56143 2.90045 -2.52325
C -3.87714 2.28419 -2.14406
C -4.25801 3.41884 -2.86253
C -5.56636 3.58962 -3.29136
C -6.52362 2.62686 -3.00063
C -6.16799 1.50196 -2.27255
C -4.85528 1.33628 -1.84773
H -4.08645 2.95160 0.56546
H -4.14288 4.40592 2.54415
H -2.13438 5.69734 3.19809
H -0.06141 5.49972 1.85662
H 0.01201 4.03120 -0.09334
H -2.18901 2.51932 -4.44689
H -0.56804 3.08065 -6.19614
H 1.79265 3.53901 -5.61203
H 2.51306 3.42301 -3.24594
H 0.89836 2.84043 -1.49423
H -3.52599 4.18767 -3.08702
H -5.84098 4.47627 -3.84901
H -7.54487 2.75792 -3.33498
H -6.91224 0.75301 -2.03225
H -4.59870 0.45837 -1.26568

Force components x, y, z for each atom (eV/Å):
Ir 0.2 0.3 -0.3
C -0.1 0.1 0.0
Sb 0.0 -0.1 0.0
C 0.1 0.0 0.0
C 0.1 0.0 -0.1
C -0.1 -0.1 0.0
C 0.0 0.0 0.0
C 0.0 0.0 0.0
C 0.0 0.0 0.0
C 0.0 0.0 0.0
C 0.0 0.0 0.0
C 0.0 0.2 0.1
Sb 0.1 -0.1 -0.1
C -0.1 0.0 0.1
C 0.0 0.1 0.0
H 0.0 0.0 0.0
H 0.0 0.0 0.0
H 0.0 0.0 0.0
H 0.0 0.0 0.0
H 0.0 0.0 0.0
H 0.0 0.0 0.0
H 0.0 0.0 0.1
H 0.0 -0.1 0.1
H 0.0 0.0 0.0
H 0.0 0.0 0.0
H 0.0 0.0 0.0
H 0.0 0.0 0.0
H 0.0 0.0 0.0
H 0.0 0.0 -0.1
H 0.0 0.0 0.0
H 0.0 0.0 0.0
H 0.0 0.0 0.0
H 0.0 0.0 0.0
H 0.0 0.0 0.0
H 0.0 0.0 0.0
C 0.0 0.0 0.0
C 0.0 0.0 0.0
C 0.0 0.0 0.0
O 0.1 -0.1 -0.1
C -0.3 0.2 0.0
O -0.1 -0.4 0.2
O 0.2 0.1 0.0
H 0.0 0.0 0.0
H 0.0 0.0 0.0
H 0.0 0.0 0.0
H 0.0 0.0 0.0
H 0.0 0.0 0.0
H 0.0 0.0 0.0
H 0.0 0.0 0.0
C -0.2 -0.2 0.3
Ge 0.1 0.1 0.0
C 0.0 0.0 0.0
C 0.0 0.0 0.0
C 0.0 0.0 0.0
C 0.0 0.0 0.0
C 0.0 0.0 0.0
C 0.0 0.0 0.0
C 0.0 0.0 0.0
C 0.0 0.0 0.0
C 0.0 0.0 0.0
C 0.0 0.0 0.0
C 0.0 0.0 0.0
C 0.0 0.0 0.0
C 0.0 0.0 0.0
C 0.0 0.0 0.0
C 0.0 0.0 0.0
C 0.0 0.0 0.0
C 0.0 0.0 0.0
C 0.0 0.0 0.0
H 0.0 0.0 0.0
H 0.0 0.0 0.0
H 0.0 0.0 0.0
H 0.0 0.0 0.0
H 0.0 0.0 0.0
H 0.0 0.0 0.0
H 0.0 0.0 0.0
H 0.0 0.0 0.0
H 0.0 0.0 0.0
H 0.0 0.0 0.0
H 0.0 0.0 0.0
H 0.0 0.0 0.0
H 0.0 0.0 0.0
H 0.0 0.0 0.0
H 0.0 0.0 0.0

* HOMO (spin up / spin down): -8.02 / -7.98 eV
* 2S+1: 2
* frontier orbital gap (spin up / spin down): 8.53 / 7.77 eV
* expectation value of S²: 0.75
* charge: 0

Partial atomic charges computed with the Löwdin method, in multiples of e:
1. Ir 0.888
2. C -0.354
3. Sb 1.389
4. C -0.504
5. C -0.344
6. C -0.289
7. C -0.047
8. C -0.088
9. C -0.089
10. C -0.050
11. C -0.290
12. C -0.314
13. Sb 1.330
14. C -0.264
15. C -0.277
16. H 0.005
17. H -0.003
18. H -0.005
19. H 0.045
20. H 0.023
21. H 0.028
22. H 0.060
23. H 0.003
24. H 0.109
25. H 0.100
26. H 0.100
27. H 0.110
28. H -0.008
29. H 0.059
30. H 0.015
31. H 0.020
32. H 0.011
33. H 0.007
34. H -0.001
35. H 0.016
36. C 0.002
37. C -0.497
38. C -0.009
39. O -0.153
40. C -0.607
41. O -0.265
42. O 0.088
43. H 0.098
44. H 0.086
45. H 0.102
46. H 0.092
47. H 0.095
48. H 0.091
49. H 0.067
50. C -0.621
51. Ge 0.941
52. C -0.276
53. C -0.113
54. C -0.087
55. C -0.100
56. C -0.086
57. C -0.102
58. C -0.277
59. C -0.137
60. C -0.083
61. C -0.085
62. C -0.093
63. C -0.149
64. C -0.274
65. C -0.113
66. C -0.085
67. C -0.092
68. C -0.086
69. C -0.114
70. H 0.103
71. H 0.105
72. H 0.105
73. H 0.107
74. H 0.083
75. H 0.093
76. H 0.104
77. H 0.102
78. H 0.102
79. H 0.049
80. H 0.104
81. H 0.102
82. H 0.101
83. H 0.102
84. H 0.089

One value per record, in order, for calculated total energy: -3332.49516, -4246.30260 hartree.
One value per record, in order, for ΔE to the lowest compared entry with this formula, charge and spin: 0.00, 0.00 kcal/mol.
One value per record, in order, for F_max: 0.015, 0.009 Eh/bohr.